1.
DFT (ωB97M-V with the def2-TZVPD basis set) results for the molecule C5H12OS.

CARTESIAN COORDINATES (ANGSTROEM)
S: 2.0421 0.4885 0.3450
O: -2.5119 -0.1309 -0.4833
C: 1.8781 1.4630 -1.1785
C: -0.6193 -1.5586 0.1910
C: -0.1997 -0.7461 1.4597
C: 0.5129 0.5881 1.2222
C: -1.2699 -0.7279 -0.8952
H: -1.2887 -2.3491 0.4778
H: -0.5800 -0.0083 -1.3200
H: 0.8348 1.7248 -1.3369
H: 2.4933 2.3436 -1.0831
H: 0.4697 -1.3142 2.1066
H: 2.2128 0.9148 -2.0621
H: 0.0163 1.2520 0.4985
H: -2.2889 0.7350 -0.1047
H: -1.5911 -1.3744 -1.7217
H: -1.1539 -0.5886 1.9747
H: 0.6971 1.1495 2.1396
H: 0.3464 -1.8613 -0.2296

Atoms 1-2, force components in eV/Å:
2.06 -0.99 -0.44
0.68 0.76 0.25

Output
F_max = 0.04518 Eh/bohr
Structure (SMILES) = CSCCCCO
Spin multiplicity = 1



2.
DFT (ωB97M-V with the def2-TZVPD basis set) results for the ion C5H10N3 with charge +1.

CARTESIAN COORDINATES (ANGSTROEM)
N: 0.0583 0.3522 -0.4208
N: -0.6268 -0.8484 -0.1516
N: 1.4757 -1.2984 0.4106
C: -0.3919 1.5222 0.6052
C: 2.5529 0.7182 -0.3907
C: 1.5165 -0.0564 -0.1301
C: 0.2721 -1.7217 0.3942
C: -2.0529 -0.9624 -0.2633
H: -2.3805 -0.7352 -1.2792
H: -2.3203 -1.9928 -0.0389
H: -0.0843 0.7049 -1.3732
H: 0.3287 2.3250 0.5027
H: 3.5321 0.3586 -0.1367
H: -2.5729 -0.3114 0.4424
H: -0.0357 -2.6848 0.7532
H: -1.3876 1.8489 0.3293
H: -0.3603 1.0967 1.6010
H: 2.4768 1.6848 -0.8540

Atoms 1-2, force components in eV/Å:
-0.26 1.84 1.88
-0.10 -0.35 -0.36

Output
F_max = 0.05139 Eh/bohr
Structure (SMILES) = C=C1N=CN(C)[N@H+]1C
Total charge = +1
Spin multiplicity = 1



3.
DFT (ωB97M-V with the def2-TZVPD basis set) results for a cluster of 10 separate species, C24H54BF4N5O4 in total.

CARTESIAN COORDINATES (ANGSTROEM)
F: -83.1605 -81.1545 -8.9456
F: -84.6785 -81.3264 -7.3427
F: -83.9509 -79.3050 -7.7578
F: -85.1915 -80.4429 -9.1990
O: -85.1925 -82.3302 -11.1593
O: -84.7235 -83.9607 -7.4499
O: -81.1169 -82.7210 -9.6101
O: -84.3644 -82.3843 -2.7473
N: -89.5193 -82.8828 -7.0459
N: -84.6656 -73.9863 -4.9221
N: -87.6244 -74.8966 -8.8256
N: -78.6075 -78.4535 -9.6371
N: -83.0877 -80.7930 -14.4314
C: -81.1761 -78.7952 -9.8005
C: -80.5378 -84.6127 -11.2296
C: -85.5465 -86.1189 -8.1856
C: -84.0871 -80.2911 -4.0308
C: -84.1093 -79.2481 -12.4523
C: -87.5462 -82.8680 -11.5209
C: -88.3060 -80.5917 -7.2569
C: -84.9823 -73.9071 -6.3418
C: -84.3173 -81.8448 -4.1061
C: -86.4288 -81.9318 -11.8896
C: -84.2542 -75.0237 -7.0657
C: -86.6726 -72.4874 -4.1367
C: -87.4437 -75.9792 -8.9355
C: -83.6716 -73.0427 -4.4260
C: -79.7127 -78.6096 -9.7088
C: -84.4067 -76.1701 -6.0961
C: -85.6693 -84.5380 -8.2857
C: -87.1433 -77.5491 -9.0195
C: -85.8845 -73.9351 -4.0049
C: -84.1639 -75.4882 -4.7483
C: -88.9727 -81.9358 -7.1457
C: -81.5830 -83.6360 -10.6351
C: -87.8059 -72.3952 -3.1071
C: -83.5748 -80.1273 -13.5608
B: -84.2208 -80.5805 -8.3069
H: -84.9994 -78.8877 -12.8460
H: -86.5285 -74.8745 -4.3416
H: -81.9071 -82.1337 -9.3676
H: -83.6339 -82.9009 -2.4666
H: -79.8292 -84.0182 -11.6554
H: -85.0982 -82.1069 -4.5884
H: -87.5490 -72.4545 -1.9923
H: -84.5137 -75.9177 -3.9191
H: -87.6223 -82.8656 -10.5247
H: -81.5821 -77.8841 -10.1649
H: -80.8941 -84.9613 -12.1105
H: -83.4735 -78.4704 -12.0134
H: -88.4507 -82.5658 -12.0419
H: -84.7756 -86.4070 -8.5722
H: -86.6151 -86.4460 -8.6058
H: -84.8718 -83.0500 -7.4019
H: -84.8677 -73.0026 -6.6134
H: -88.4862 -79.6407 -6.4430
H: -84.6629 -75.2028 -8.1061
H: -85.5697 -86.2722 -6.9806
H: -82.2775 -84.3079 -10.2449
H: -86.0878 -82.1456 -13.0105
H: -84.8558 -79.7958 -3.3532
H: -83.1978 -74.7993 -7.0926
H: -83.9758 -79.8029 -4.8793
H: -86.6776 -77.7127 -8.0173
H: -85.0932 -81.8186 -10.2760
H: -81.6200 -79.6902 -10.4922
H: -87.2595 -83.7571 -11.9994
H: -85.7577 -74.2535 -2.8791
H: -81.9873 -82.9489 -11.4202
H: -86.0536 -71.6168 -3.7799
H: -83.7210 -77.0566 -6.2533
H: -86.5367 -80.9325 -11.6925
H: -85.6638 -84.2310 -9.1814
H: -83.6756 -73.1246 -3.2732
H: -81.4847 -79.2276 -8.8413
H: -80.1198 -85.1618 -10.6284
H: -86.8695 -72.3126 -5.1742
H: -82.7447 -73.4159 -4.6416
H: -88.0050 -78.2358 -9.2141
H: -88.2231 -71.3063 -3.1831
H: -86.6368 -84.2956 -7.9739
H: -88.3716 -80.3983 -8.2671
H: -87.2301 -80.6577 -6.8160
H: -83.4305 -82.1883 -4.5454
H: -84.3548 -79.8768 -11.6366
H: -83.0408 -75.5324 -4.6080
H: -85.3094 -76.6793 -6.0171
H: -83.2081 -79.8056 -3.6892
H: -86.2707 -77.8057 -9.7222
H: -85.9531 -74.1445 -6.5549
H: -83.9841 -72.0157 -4.7004
H: -88.5463 -73.2878 -3.3719

Atoms 1-2, force components in eV/Å:
1.43 -0.03 -0.42
-1.19 -2.50 3.77

Output
F_max = 0.27851 Eh/bohr
Spin multiplicity = 1



4.
DFT (ωB97M-V with the def2-TZVPD basis set) results for a cluster of 2 separate species, C3H10OS2 in total.

CARTESIAN COORDINATES (ANGSTROEM)
S: -1.0259 -1.8441 -0.3195
S: 0.8991 -0.3712 0.1589
O: 2.4580 2.8857 -0.4232
C: -1.3461 -0.9371 -1.7119
C: -0.1572 0.9382 0.6383
C: -0.7068 0.7910 2.0695
H: 0.3775 1.8757 0.4609
H: -1.6866 1.2479 2.1241
H: -2.2300 -1.3750 -2.1927
H: -0.5168 -0.8880 -2.4272
H: 2.5527 2.5306 -1.3132
H: 2.1127 2.1122 0.0613
H: -0.0112 1.1395 2.8411
H: -1.0259 1.1644 0.0174
H: -0.9095 -0.2638 2.2704
H: -1.6767 0.0676 -1.5435

Atoms 1-2, force components in eV/Å:
3.18 0.58 2.40
-2.02 -2.46 -0.88

Output
F_max = 0.07828 Eh/bohr
Structure (SMILES) = CCSSC.O
Spin multiplicity = 1



5.
DFT (ωB97M-V with the def2-TZVPD basis set) results for the molecule C4H10O2.

CARTESIAN COORDINATES (ANGSTROEM)
O: -1.3341 -1.1338 0.3930
O: 0.6093 -1.3145 -1.6226
C: -1.4342 0.2760 0.5806
C: 1.4288 -0.6613 -0.6850
C: 0.9094 0.7423 -0.3285
C: -0.0524 0.8361 0.8645
H: -1.8354 0.7531 -0.3273
H: -0.1842 1.8942 1.1292
H: 0.3913 1.1179 -1.2189
H: -0.2462 -1.4116 -1.1743
H: -2.2231 -1.4917 0.2843
H: 1.5415 -1.2684 0.2279
H: 2.4241 -0.5912 -1.1381
H: -2.1152 0.4999 1.4139
H: 1.7555 1.4167 -0.1491
H: 0.3649 0.3362 1.7505

Atoms 1-2, force components in eV/Å:
-0.26 -0.19 -0.05
-0.34 -0.16 -0.02

Output
F_max = 0.01064 Eh/bohr
Structure (SMILES) = OCCCCO
Spin multiplicity = 1



6.
DFT (ωB97M-V with the def2-TZVPD basis set) results for a cluster of 9 separate species, C37H90F24N5O3P4 in total.

CARTESIAN COORDINATES (ANGSTROEM)
P: -6.1351 -7.5068 -2.9838
P: 0.3373 3.8881 -4.4189
P: -6.6806 0.7665 5.9030
P: 7.2663 -2.0358 1.0708
F: -0.5597 5.0933 -5.0395
F: -5.1299 1.3653 6.1028
F: 0.0449 4.3382 -2.8969
F: -4.6235 -7.1014 -3.5137
F: 5.8497 -2.1424 1.8897
F: -7.2067 2.2016 6.3312
F: -8.2586 0.3005 5.6950
F: -5.6451 -8.9773 -2.4686
F: 1.0903 2.6638 -3.7250
F: 0.5579 3.2220 -5.9106
F: 1.7733 4.7478 -4.5288
F: -1.0585 3.0463 -4.3705
F: -6.6602 0.3947 7.4328
F: -5.9940 -0.5729 5.3889
F: 7.7155 -0.7007 1.9019
F: 6.9016 -3.2957 0.1247
F: -6.6913 -8.2053 -4.3669
F: -7.5934 -7.9079 -2.3365
F: -6.7945 -6.0673 -3.2792
F: -6.7021 1.3383 4.3551
F: -5.5733 -6.8185 -1.6748
F: 6.6445 -1.0880 -0.1504
F: 7.9073 -3.0962 2.1332
F: 8.7001 -2.0106 0.2669
O: 3.6086 3.9594 3.8315
O: 6.9706 -6.7485 6.0500
O: -1.6409 -1.9167 -7.9104
N: -5.2365 8.9042 -0.9734
N: 8.2693 -7.5514 8.7248
N: -1.3547 -3.9774 -10.1493
N: 5.8838 5.3848 1.8118
N: -0.2217 -3.0095 0.3558
C: -0.9212 -2.7845 -11.0211
C: -0.9692 -0.8113 1.1032
C: 5.5453 6.8712 1.6441
C: -5.4094 7.7384 2.8323
C: -6.4589 7.9766 -1.4471
C: -6.9559 4.1824 -2.4304
C: -0.9407 -4.0423 1.2417
C: 0.1879 -1.8028 1.1698
C: 8.4682 -8.9138 7.9271
C: -2.6713 -3.6921 -9.3612
C: -3.7414 10.4514 -2.3578
C: 7.2713 5.2145 1.1241
C: -0.0439 -5.0051 1.9177
C: 0.5721 -4.6486 -1.5303
C: 6.7193 -5.9475 7.1666
C: 8.2089 -7.9555 10.2435
C: 0.9278 -3.5274 -0.4907
C: -1.2762 -2.3998 -0.6323
C: 9.5045 -6.7116 8.3007
C: 4.5397 5.0102 4.1053
C: -7.1458 5.7006 -2.3611
C: 5.8806 4.9419 3.2886
C: 4.8611 4.5335 1.0229
C: -5.5253 10.4099 -0.7658
C: -4.6588 8.3844 0.3949
C: -1.5835 -5.1066 -11.0690
C: -6.0472 6.5284 -1.7031
C: -5.0795 11.0705 -2.1539
C: -0.7827 -5.9721 2.9322
C: -2.7972 -2.3107 -8.6570
C: -0.3201 -4.4212 -9.0643
C: -5.7476 8.4276 1.4961
C: 1.8819 -5.1640 -2.1527
C: -4.0833 8.9982 -2.0204
C: -2.0578 -1.3330 0.2184
C: -1.8331 -6.8456 2.3053
C: 6.8649 -6.8848 8.4468
H: -5.6979 10.6850 -2.9646
H: -2.4569 -0.4691 -0.3131
H: 0.4365 -5.0146 -9.5777
H: 3.6633 3.3320 4.5560
H: 9.1928 -8.4089 10.3642
H: 10.3762 -7.2027 8.7333
H: -1.1800 -5.2804 3.6750
H: -3.5957 -2.3880 -7.9190
H: 0.3636 -2.0728 2.2111
H: -5.7916 6.0291 -0.7685
H: -7.3303 6.0970 -3.3595
H: 0.1781 -3.5694 -8.6012
H: -2.8903 -4.4448 -8.6039
H: 3.8455 4.6296 1.4071
H: 4.1630 6.0203 3.9443
H: 5.7145 -5.5306 7.0980
H: -2.3501 -4.7518 -11.7578
H: 5.3029 6.9894 0.5880
H: -4.9937 12.1514 -2.2653
H: 1.7379 -6.1007 -2.6911
H: -4.4515 8.5120 -2.9238
H: 8.1247 -7.1015 10.9156
H: 1.1719 -2.6264 -1.0535
H: -1.8937 -3.1775 -1.0818
H: -5.0692 6.5209 -2.1843
H: -4.8535 10.8858 -0.0516
H: -1.7074 -2.5040 -11.7220
H: -2.5047 -6.3486 1.6053
H: 2.6093 -5.3799 -1.3702
H: -3.0419 -1.5776 -9.4257
H: -4.1827 7.4509 0.0950
H: -8.0444 5.8608 -1.7654
H: 9.6437 -6.8687 7.2311
H: -7.2896 8.0539 -0.7456
H: -3.5215 -3.7539 -10.0404
H: 7.2697 4.1646 0.8312
H: -2.9717 10.8998 -1.7296
H: -0.0597 -6.5223 3.5344
H: -6.8454 8.5037 -2.3194
H: 0.6907 -4.4988 2.5440
H: -1.8595 -6.0046 -10.5162
H: -6.7510 8.1944 1.1401
H: -1.7229 -3.6560 1.8952
H: 7.4517 -8.7197 10.4187
H: -5.5303 6.6612 2.7181
H: 1.6806 -3.8416 0.2323
H: 9.2685 -5.6766 8.5482
H: -6.1577 7.9602 3.5932
H: -1.2526 -7.5409 1.6989
H: 9.3854 -9.3586 8.3131
H: -0.7412 -1.8975 -1.4382
H: 4.7209 7.3139 2.2031
H: 6.4194 7.5047 1.7948
H: -3.9436 9.1368 0.7275
H: 6.2299 3.9181 3.1543
H: -1.4464 -0.5640 2.0515
H: 4.9356 4.8256 -0.0245
H: -6.5663 10.6675 -0.5704
H: 0.3732 -5.6828 1.1729
H: -1.7371 -1.0287 -7.5586
H: -2.8876 -1.7058 0.8190
H: 7.1201 -6.2303 5.2558
H: -0.0426 -4.2086 -2.3156
H: 6.6289 5.5077 3.8435
H: -4.4222 8.0728 3.1512
H: 1.1502 -1.4050 0.8478
H: -3.1829 8.5381 -1.6131
H: 6.4923 -6.2814 9.2746
H: 7.3031 5.8479 0.2377
H: 7.4487 -5.1376 7.1512
H: -0.6186 -5.2015 -11.5669
H: 8.4569 -8.7156 6.8553
H: -7.6331 3.8353 -3.2107
H: 0.0435 -3.0718 -11.4393
H: 6.1722 -7.7254 8.4871
H: -5.8394 9.4677 1.8091
H: 7.6280 -9.5883 8.0920
H: -5.9561 3.9934 -2.8212
H: 2.3562 -4.4639 -2.8405
H: -0.7427 0.2391 0.9205
H: 5.2389 3.5332 1.2343
H: -1.6053 -4.5688 0.5566
H: 0.0251 -5.4708 -1.0689
H: 8.1582 5.3878 1.7336
H: -7.1149 3.6622 -1.4859
H: -2.4180 -7.4377 3.0092
H: -0.8373 -4.9845 -8.2876
H: 4.7207 4.9319 5.1773
H: -0.8032 -1.9037 -10.3900
H: -3.5007 10.6352 -3.4049

Atoms 1-2, force components in eV/Å:
-1.46 -1.21 1.02
-0.59 -0.84 -0.66

Output
F_max = 0.05925 Eh/bohr
Total charge = +1
Spin multiplicity = 1



| no. | E (Ha) | HOMO level (eV) | LUMO level (eV) |
| --- | --- | --- | --- |
| 1 | -671.1015 | -8.6 | 0.846 |
| 2 | -360.4588 | -13.1 | -3.552 |
| 3 | -1945.6080 | -8.5 | -0.893 |
| 4 | -991.8589 | -9.2 | -1.074 |
| 5 | -308.8698 | -9.7 | 0.742 |
| 6 | -5725.6494 | -10.3 | -2.186 |